DFT (the ωB97M-V functional and the def2-TZVPD basis) results for the molecule C4H9NO2.

Positions of all 16 atoms, in Å:
O: 1.7160 0.5120 -1.0905
O: 2.4251 0.3341 1.0444
N: -1.4736 0.7175 -1.2544
C: -1.6426 -1.2674 0.0352
C: -1.0589 0.0789 -0.2521
C: 1.4019 -0.0032 0.1775
C: 0.0362 0.5380 0.6771
H: 0.0940 1.6304 0.6909
H: -2.2804 -1.1992 0.9162
H: 2.6762 1.2482 0.8720
H: -0.8582 -1.9910 0.2457
H: 1.3751 -1.1054 0.1569
H: -1.0592 1.6370 -1.3896
H: 1.0121 0.2967 -1.7137
H: -2.2420 -1.5978 -0.8063
H: -0.1217 0.1711 1.6906

Forces on the atoms, in the same order (eV/Å):
O 0.1 0.1 -0.1
O 0.3 0.0 0.2
N -0.5 0.2 -0.9
C -0.1 0.0 -0.1
C 0.2 0.0 0.6
C -0.6 -0.2 0.2
C 0.3 0.0 -0.3
H 0.0 -0.1 0.0
H 0.0 -0.1 0.1
H 0.0 0.1 0.0
H 0.0 -0.1 0.1
H 0.0 0.2 0.0
H 0.2 0.0 0.3
H 0.0 0.0 0.0
H 0.0 -0.1 0.0
H 0.0 0.0 0.0

Properties
**Frontier orbital gap**: 10.72 eV
**F_max**: 0.020 Eh/bohr
**HOMO energy**: -0.3627 hartree
**Net charge**: 0
**Relative energy (zero: lowest compared OMol25 entry of this formula, charge and spin)**: 31.7 kcal per mole

---

DFT (the ωB97M-V functional and the def2-TZVPD basis) results for the molecule C3H2O2.

Positions of all 7 atoms, in Å:
O: -2.4005 0.8620 0.0031
O: -0.9888 -1.2373 0.0990
C: 1.2203 0.0444 0.0114
C: -1.3429 0.3825 0.0307
C: -0.0777 -0.2251 -0.0128
H: 1.5294 0.9923 -0.0704
H: 2.0602 -0.8188 -0.0611

Forces on the atoms, in the same order (eV/Å):
O 1.1 0.1 0.1
O 0.6 1.3 -0.2
C 0.9 -5.5 -0.5
C -1.3 -1.2 -0.3
C 0.0 -0.2 0.6
H 1.1 3.4 -0.2
H -2.4 2.1 0.4

Properties
**Frontier orbital gap**: 9.63 eV
**F_max**: 0.109 Eh/bohr
**HOMO energy**: -0.3601 hartree
**Net charge**: 0
**Relative energy (zero: lowest compared OMol25 entry of this formula, charge and spin)**: 41.7 kcal per mole

---

DFT (the ωB97M-V functional and the def2-TZVPD basis) results for a structure of composition C4H11BrNO.

Positions of all 18 atoms, in Å:
Br: 0.5965 -0.4535 0.7816
O: -1.4490 0.9279 2.7427
N: 0.0904 2.5390 2.1528
C: -0.8805 1.4031 1.6589
C: -0.2838 -2.2975 -1.2161
C: 0.0871 -0.7971 -1.1917
C: 1.1790 -0.3841 -2.1155
H: -0.5788 3.2334 1.9378
H: 0.4741 -2.9000 -1.6144
H: 2.0694 -0.8623 -2.1059
H: -0.4989 -2.8410 -0.2704
H: -0.8879 -0.2768 -1.0429
H: 0.3613 2.2487 3.1032
H: -2.3613 0.6661 2.6415
H: -1.1471 -2.5363 -1.8245
H: 0.9597 2.4018 1.6350
H: 1.4423 0.6658 -2.2534
H: 0.8275 -0.7371 -3.0185

Forces on the atoms, in the same order (eV/Å):
Br 1.0 -0.2 0.3
O 2.0 1.4 0.6
N 1.3 -4.8 1.0
C -2.3 -0.2 -1.0
C -0.5 -0.4 0.7
C -1.5 -1.0 2.4
C -2.0 2.3 0.3
H 0.1 2.0 0.2
H 1.5 -0.6 -0.8
H 2.8 -2.0 1.2
H 0.1 1.1 -0.2
H 1.1 0.4 -1.3
H -0.6 1.3 0.4
H -0.5 -0.7 -0.7
H -0.3 0.6 -0.4
H -0.3 1.0 -0.8
H -0.6 0.1 0.4
H -1.1 -0.4 -2.5

Properties
**Frontier orbital gap**: 9.04 eV
**F_max**: 0.100 Eh/bohr
**HOMO energy**: -0.4770 hartree
**Net charge**: +1
**Relative energy (zero: lowest compared OMol25 entry of this formula, charge and spin)**: 90.1 kcal per mole

---

DFT (the ωB97M-V functional and the def2-TZVPD basis) results for a cluster of 10 separate species, C14H31Cl18OP in total.

Positions of all 65 atoms, in Å:
Cl: -2.7578 -1.3882 -2.8804
Cl: -2.7823 -3.5070 6.9052
Cl: 1.8084 -2.3819 -3.0906
Cl: 6.2237 -3.3983 -1.6275
Cl: 2.0346 5.1446 -4.2923
Cl: -0.8273 -2.1028 -0.0160
Cl: 3.9660 -0.4246 -2.9654
Cl: 3.8994 3.4245 4.4486
Cl: 0.0793 6.3867 -2.5003
Cl: -3.6040 -6.7532 0.1188
Cl: -3.4579 -4.5166 1.9913
Cl: -4.6958 0.8129 -2.9470
Cl: -0.0029 0.5935 5.5034
Cl: -3.7111 -5.7394 5.2648
Cl: 4.9177 -6.0085 -1.4290
Cl: -0.3323 3.2076 4.2477
Cl: -0.9719 -4.3227 -1.9111
Cl: 3.2869 3.2625 1.6051
P: 2.4092 2.3311 -1.7705
O: 1.8261 1.9082 -3.3242
C: 0.6903 2.2058 5.2944
C: 0.6564 6.2418 -4.1677
C: -3.9975 -0.5525 -3.8261
C: -3.5897 -6.2713 1.8189
C: -1.9876 1.1153 -0.5477
C: -4.1453 -4.2030 6.0238
C: -0.4696 1.5093 -0.4375
C: -0.9544 -3.8573 -0.2048
C: 2.8896 -1.3375 -4.0221
C: 1.1285 3.4961 -1.0500
C: 4.7727 -4.2725 -1.1242
C: 0.0371 1.4374 1.0233
C: 3.2678 4.2827 3.0415
C: -0.3106 2.8952 -1.1134
H: -0.1914 2.3136 1.6503
H: -1.0002 3.5917 -0.6126
H: -0.5809 2.7667 -2.1720
H: 1.3885 3.7351 -0.0254
H: -1.8770 -4.1896 0.2638
H: -0.1010 -4.3241 0.2763
H: 3.8702 5.1665 2.8626
H: 0.7720 2.6814 6.2657
H: 1.6727 2.1100 4.8476
H: 0.0787 0.7358 -0.9996
H: 4.6227 -4.1158 -0.0616
H: 2.3352 1.1387 -0.9781
H: -4.9604 -4.3754 6.7178
H: 2.2403 4.5663 3.2465
H: 1.1230 4.3858 -1.6977
H: -2.1068 0.3525 -1.3280
H: 2.2850 -0.6372 -4.5894
H: -0.3770 0.5615 1.5448
H: 1.1274 1.2905 1.0411
H: -4.7891 -1.2562 -4.0584
H: -2.4144 0.8202 0.4150
H: -4.4540 -3.5079 5.2501
H: -2.5341 1.9989 -0.9101
H: -4.5115 -6.5990 2.2864
H: 3.9237 -3.8890 -1.6806
H: 1.1572 1.2404 -3.1651
H: -2.7393 -6.7342 2.3078
H: 3.4857 -1.9445 -4.6950
H: -0.1512 5.8605 -4.7829
H: -3.5480 -0.1843 -4.7418
H: 0.9585 7.2231 -4.5168

Forces on the atoms, in the same order (eV/Å):
Cl -0.1 -0.2 -0.3
Cl -0.1 0.0 0.0
Cl -0.1 -0.1 0.0
Cl 0.0 0.0 0.0
Cl 0.0 0.1 -0.1
Cl 0.0 0.0 0.1
Cl 0.2 -0.1 -0.1
Cl 0.2 0.1 0.2
Cl -0.2 0.3 -0.2
Cl 0.0 0.0 0.0
Cl -0.2 0.1 0.2
Cl -0.1 0.0 -0.1
Cl 0.0 0.0 0.0
Cl -0.1 -0.1 0.1
Cl -0.1 0.0 0.0
Cl 0.1 0.1 0.1
Cl 0.0 -0.1 0.0
Cl 0.2 0.0 0.1
P 1.4 1.3 -0.6
O 0.0 0.0 1.8
C 0.0 -0.1 0.0
C 0.0 0.0 -0.2
C 0.0 -0.1 -0.1
C 0.0 -0.1 0.1
C 0.7 0.7 -0.5
C -0.1 0.1 0.0
C -1.0 -0.1 0.4
C 0.0 -0.1 0.1
C 0.1 0.2 -0.1
C -1.2 -1.6 -1.1
C -0.1 0.1 0.0
C 0.3 -0.2 -0.2
C -0.2 0.2 -0.1
C 1.0 -0.4 0.5
H -0.1 -0.2 -0.5
H 0.0 -0.1 -0.3
H -0.2 0.3 0.3
H 0.2 0.1 0.0
H 0.2 0.1 -0.3
H 0.0 0.1 -0.1
H 0.1 -0.1 0.0
H -0.1 0.0 0.0
H -0.1 0.0 -0.1
H 0.1 0.3 0.1
H 0.1 -0.1 0.0
H -0.7 0.2 -0.4
H 0.1 -0.1 0.0
H 0.0 -0.1 0.0
H 0.5 -0.4 0.6
H -0.1 0.2 0.7
H 0.0 0.0 0.1
H 0.0 0.2 -0.2
H -0.2 0.2 0.0
H 0.0 0.0 0.1
H 0.0 -0.2 -0.2
H 0.1 0.0 0.0
H -0.1 -0.3 0.2
H 0.0 0.1 -0.1
H 0.1 0.0 -0.1
H -0.5 -0.2 -0.4
H 0.0 0.1 -0.1
H 0.0 -0.1 0.1
H 0.0 -0.1 0.1
H 0.0 0.1 0.1
H 0.0 0.0 0.1

Properties
**Frontier orbital gap**: 8.54 eV
**F_max**: 0.044 Eh/bohr
**HOMO energy**: -0.2977 hartree
**Net charge**: 0
**Relative energy (zero: lowest compared OMol25 entry of this formula, charge and spin)**: 13.0 kcal per mole